[1]
Molecular formula: C66H128N18O16P6
Method: DFT, ωB97M-V with the def2-TZVPD basis set

Geometry as XYZ:
```
234
Properties=species:S:1:pos:R:3:forces:R:3
C 19.3098 21.9409 22.3334 0.32 0.27 0.75
N 20.2073 21.5288 23.4224 -0.27 -0.29 0.65
C 19.6253 21.8088 24.7911 0.50 -1.29 -2.09
P 21.0436 20.0772 23.1865 -0.14 0.85 1.93
O 21.1677 19.8037 21.7635 0.42 -0.04 -1.56
N 22.3980 20.3574 24.1525 -1.50 -1.33 -0.95
C 23.2914 19.1793 24.0557 0.49 0.31 0.03
C 23.1088 21.6055 24.0670 1.12 -0.31 0.57
N 20.4373 18.7036 23.9083 0.24 0.48 1.13
C 19.7822 17.7317 23.0939 -1.62 0.11 0.72
C 20.2848 18.4501 25.3632 0.51 0.69 -1.08
H 19.1510 23.0215 22.4086 -0.05 -0.08 0.02
H 18.3467 21.4572 22.4795 -0.28 -0.11 -0.47
H 19.7529 21.7410 21.3590 -0.13 -0.27 0.16
H 20.4289 21.6702 25.4881 0.19 -0.08 0.63
H 18.8004 21.0843 24.9827 0.26 0.68 0.17
H 19.3209 22.8411 24.7824 -0.38 0.34 0.21
H 24.1489 19.4044 23.4003 -0.25 -0.03 0.02
H 23.7003 19.0513 25.0654 -0.05 -0.66 -0.22
H 22.7800 18.2830 23.6183 0.46 0.83 0.83
H 22.5675 22.5025 24.3780 -0.10 -0.43 0.07
H 23.9937 21.4189 24.6989 -0.22 0.71 0.04
H 23.5013 21.7427 23.0759 0.18 0.38 -0.73
H 19.9886 16.7503 23.4489 0.82 -1.05 -0.03
H 18.7071 17.7769 23.2522 -0.59 0.21 -0.11
H 19.9381 17.8796 22.0580 0.50 -0.05 -0.92
H 19.2201 18.4741 25.6173 0.20 -0.23 0.26
H 20.8385 19.2181 25.8801 -0.15 0.50 0.30
H 20.8042 17.5367 25.6809 -0.45 -0.27 -0.35
C 15.4366 16.3195 18.3247 -0.13 0.21 0.38
N 14.7536 16.6680 19.5659 -0.67 0.22 1.43
C 13.3321 17.1124 19.4396 0.85 0.01 0.80
P 15.5842 16.9840 21.0397 -0.54 -0.79 0.39
O 16.9875 16.4917 20.8805 -0.65 0.67 0.01
N 15.2253 18.6210 21.4103 0.88 0.18 -0.74
C 15.4834 19.2878 22.7071 -0.79 -1.08 0.02
C 15.6872 19.5318 20.3303 -0.21 -0.23 -0.20
N 14.8821 16.1848 22.3846 -0.79 0.66 -0.82
C 13.4765 16.4185 22.8828 0.67 -0.54 -1.54
C 15.1911 14.7510 22.5280 -0.95 0.06 -1.04
H 16.3841 15.8159 18.5270 -0.13 0.48 -0.02
H 15.5409 17.2203 17.7265 0.56 0.18 -0.32
H 14.8575 15.6388 17.7038 -0.41 -0.23 0.24
H 12.7986 16.4917 18.7126 0.11 -0.07 0.22
H 13.2624 18.1595 19.1108 0.01 -0.12 -0.01
H 12.8571 17.0427 20.4469 0.19 0.05 -0.97
H 16.5411 19.3710 22.9047 0.44 0.16 0.15
H 15.0041 20.2641 22.7284 0.08 0.21 -0.40
H 15.0040 18.7602 23.5285 0.19 -0.32 -0.01
H 16.0635 18.9907 19.4848 0.34 -0.71 -0.47
H 14.8617 20.0888 19.8910 -0.20 0.42 0.43
H 16.5213 20.1992 20.5991 -0.43 -0.16 0.37
H 13.4476 15.8651 23.8077 -0.44 0.17 0.37
H 13.2243 17.4631 22.9906 0.25 0.32 0.35
H 12.6842 16.0118 22.1993 0.72 -0.10 0.40
H 15.9610 14.3942 21.8565 0.89 0.54 0.64
H 14.3709 14.1509 22.1076 -0.39 0.12 0.50
H 15.3101 14.5179 23.5810 0.38 -0.27 -0.04
C 22.5573 14.0314 18.8715 0.87 1.32 -0.52
N 22.0257 14.3292 17.5134 -0.09 -0.23 1.19
C 22.9092 14.1530 16.3803 0.79 -0.07 0.53
P 20.4392 14.7225 17.3605 -1.53 1.52 0.14
O 19.8321 14.5100 16.0204 0.69 -0.03 0.23
N 19.7252 13.7220 18.5670 0.06 0.21 -1.01
C 18.2688 13.9275 18.7610 0.30 -0.25 -0.29
C 19.9906 12.2969 18.1933 -0.86 0.80 0.09
N 20.1892 16.3917 17.7654 1.33 -1.86 0.15
C 20.7552 17.0305 18.9587 -0.77 1.41 -0.38
C 19.0132 17.0662 17.2285 0.89 0.43 0.25
H 21.8714 14.3287 19.6652 -0.01 -0.07 -0.43
H 23.4961 14.6123 19.0281 -0.51 -0.29 -0.14
H 22.8144 12.9968 19.0329 -0.06 -0.59 -0.21
H 22.4661 14.4345 15.4456 -0.55 0.03 -0.30
H 23.3226 13.1450 16.3075 -0.46 -0.38 0.01
H 23.8053 14.7488 16.4988 0.23 0.57 0.14
H 18.0182 14.8814 19.2582 0.32 -0.52 -0.06
H 17.6957 13.8359 17.8218 0.29 0.26 0.02
H 17.9142 13.0645 19.3267 0.00 0.25 0.50
H 19.3060 11.9447 17.4098 -0.07 0.10 0.13
H 20.9814 12.1908 17.7929 0.48 -0.11 0.09
H 19.8531 11.7096 19.0880 0.06 -0.42 0.24
H 21.6299 16.6400 19.4514 0.06 -1.04 -0.14
H 21.0966 18.0359 18.7071 0.07 0.19 -0.46
H 19.9796 17.2743 19.6899 -0.15 -0.56 0.33
H 19.1219 18.1572 17.2073 0.54 -0.17 -0.10
H 18.2095 16.9071 17.8997 -1.35 -0.28 0.50
H 18.8043 16.7349 16.2273 -0.18 -0.26 -0.24
C 12.4752 9.6774 19.2818 0.36 -0.03 -0.19
N 12.5579 9.9061 20.7354 -0.08 -1.56 0.09
C 12.0450 8.6506 21.4477 1.25 1.50 0.15
P 13.9897 10.6210 21.2974 -2.57 1.37 1.31
O 15.2943 9.9873 21.4745 0.45 -0.94 -0.33
N 14.0588 11.8346 20.1511 -0.56 0.79 0.67
C 12.9163 12.7087 19.9439 0.51 1.07 -0.05
C 15.3524 12.3198 19.7803 1.16 0.20 0.98
N 13.4549 11.1290 22.8462 0.78 -1.06 -0.58
C 14.4198 10.8895 23.9230 1.40 0.87 0.44
C 12.4131 12.0620 23.1852 0.07 1.14 -1.07
H 11.4513 9.5509 18.9314 -0.21 -0.05 0.34
H 13.0174 8.7568 19.0718 0.06 -0.13 -0.46
H 12.9088 10.4926 18.6826 -0.09 -0.38 0.46
H 10.9631 8.5752 21.3078 0.26 -0.08 0.03
H 12.3192 8.7344 22.5087 -0.46 0.17 -0.21
H 12.5859 7.7584 21.1082 -0.31 0.11 -0.35
H 12.0124 12.1453 20.1195 -0.31 0.14 0.18
H 12.9628 13.6405 20.5839 -0.18 -0.90 -0.45
H 12.8985 13.0641 18.9009 0.07 -0.15 0.15
H 15.4458 12.4736 18.7193 -0.01 -0.08 -0.63
H 15.7667 13.2431 20.2761 -0.94 -0.53 -0.25
H 15.9830 11.5115 20.1400 0.74 0.11 -0.56
H 15.4225 11.2201 23.5889 -0.36 -0.17 0.25
H 14.2259 11.5166 24.8332 -0.28 -0.70 -0.85
H 14.5573 9.8313 24.1947 -0.46 0.28 -0.03
H 11.5787 12.0598 22.4500 0.50 -0.18 0.54
H 12.8234 13.0994 23.2306 -0.32 -0.32 -0.17
H 12.0567 11.8914 24.1816 -0.48 -0.42 0.43
C 15.0627 13.2458 15.4331 1.64 -0.09 0.13
N 15.8778 14.0447 14.4775 -0.92 -0.28 -0.73
C 17.2443 14.3188 14.9072 -0.50 -0.47 1.23
P 15.3714 14.5512 12.9365 1.81 -0.16 1.23
O 14.1040 13.9242 12.5573 -0.68 -0.20 -0.20
N 15.4776 16.2049 13.1516 -1.10 0.34 -0.06
C 15.4090 17.0960 11.9747 0.87 -0.40 1.10
C 14.8389 16.8509 14.3473 0.77 -0.48 -0.83
N 16.5845 14.2431 11.7908 -0.75 -0.19 -0.33
C 17.9433 14.7821 11.7438 0.52 -0.01 0.21
C 16.3447 13.0858 10.8398 0.00 1.40 1.29
H 14.7923 13.8593 16.3011 -0.08 0.01 -0.03
H 15.6687 12.3966 15.8253 -0.03 0.56 -0.16
H 14.1843 12.7462 15.0664 -0.40 0.40 -0.83
H 17.9197 13.4942 14.7467 0.26 -0.44 -0.31
H 17.2500 14.4466 15.9939 -0.10 0.13 -0.06
H 17.7192 15.2061 14.5292 -0.28 0.39 -0.47
H 15.9786 17.9748 12.2990 0.21 0.00 -0.82
H 15.7479 16.5723 11.0906 0.79 0.11 -0.02
H 14.4403 17.4263 11.6840 -1.32 0.23 0.29
H 14.8025 16.1715 15.2166 0.04 0.26 -0.55
H 15.4705 17.7103 14.5779 0.04 -0.05 0.20
H 13.8420 17.2333 14.0999 -0.07 -0.25 0.05
H 18.1711 15.2762 10.7818 -0.28 -0.27 0.13
H 18.2367 15.5252 12.5211 -0.81 -0.62 -0.38
H 18.6388 13.9340 11.8584 0.02 0.30 -0.07
H 17.0144 12.2660 11.1000 -0.06 -0.15 -0.06
H 16.5068 13.3873 9.8057 0.14 0.14 -0.01
H 15.2963 12.8285 10.9704 0.12 -0.32 -0.10
C 10.1232 16.8909 28.5873 0.14 1.07 -0.42
N 9.7599 17.9803 27.6192 -0.55 -1.37 -0.08
C 8.5684 17.5695 26.8197 -1.09 0.67 0.40
P 10.9093 18.8799 26.8562 1.89 -0.11 0.02
O 11.7639 18.3290 25.7366 -1.01 0.23 1.07
N 10.0243 20.1269 26.2451 0.69 0.43 -2.23
C 9.0313 20.8688 26.9092 -1.01 1.10 1.33
C 10.4111 20.8163 24.9778 0.06 -0.02 0.69
N 11.9639 19.2693 28.1485 -1.52 -0.92 -1.17
C 13.3101 19.4243 27.6680 1.42 0.80 0.46
C 11.5281 19.7332 29.4649 0.72 1.03 -0.98
H 10.9923 17.1078 29.2094 0.30 0.21 -0.65
H 10.2592 15.9501 28.0459 -0.12 0.00 0.31
H 9.3439 16.8749 29.3270 -0.76 -0.56 0.08
H 7.6115 17.7998 27.3603 0.85 -0.07 -0.07
H 8.5182 16.4808 26.6552 0.44 0.37 -0.19
H 8.4614 18.1341 25.8677 0.50 -0.52 0.55
H 8.7449 20.3155 27.7848 0.00 0.11 0.86
H 9.3607 21.9114 27.1592 -0.10 -0.79 0.06
H 8.0629 20.9972 26.4037 0.37 -0.22 -0.67
H 11.2261 20.3152 24.4683 0.26 -0.05 0.27
H 9.5757 20.8091 24.2788 -0.29 0.08 0.09
H 10.6702 21.8660 25.2262 -0.01 -0.56 -0.31
H 14.0307 19.6705 28.4557 -0.43 0.02 0.41
H 13.7278 18.5138 27.2284 -0.48 0.44 0.04
H 13.3879 20.2793 26.9790 0.11 -0.35 -0.21
H 12.0628 19.1935 30.2505 -0.20 0.11 0.08
H 10.4600 19.6241 29.5274 -0.40 -0.44 0.27
H 11.6855 20.8306 29.5579 0.23 -0.54 0.18
O 16.6263 18.1538 25.6536 0.85 1.66 -0.31
C 16.1879 17.0700 25.8604 -1.72 -2.93 0.33
C 14.7202 16.7566 25.9149 0.46 0.78 0.26
C 14.3005 15.5513 26.3000 -1.39 0.75 -0.33
C 15.1339 14.3855 26.5635 -1.25 -1.63 -0.91
O 14.6807 13.2290 26.5478 0.79 2.00 0.49
C 16.5341 14.6950 26.6055 2.25 0.35 -0.11
C 17.0301 15.8645 26.1664 0.13 0.56 0.46
H 14.0258 17.5938 25.7360 0.22 -0.74 -0.26
H 13.2388 15.3992 26.3184 -0.49 -0.26 0.13
H 17.2082 13.9144 26.9262 0.07 -0.18 -0.09
H 18.0817 16.1283 26.1387 0.17 -0.53 0.05
O 17.4910 12.8088 23.2803 -2.65 0.08 1.32
C 18.5456 12.8570 22.7516 1.27 1.70 -2.10
C 19.4030 11.7129 22.7317 2.04 -1.58 0.27
C 20.7311 11.7906 22.6167 -0.45 -0.33 0.67
C 21.3407 13.0730 22.2495 0.23 0.43 -1.04
O 22.4878 13.1550 21.8648 0.59 -0.16 0.44
C 20.4488 14.2352 22.0392 -1.71 0.32 -0.13
C 19.0924 14.1046 22.1022 2.38 -0.02 0.55
H 19.0235 10.7442 22.9675 -0.79 -0.34 0.21
H 21.3338 10.9051 22.8454 0.07 0.51 -0.48
H 20.9120 15.1740 21.6796 -0.23 -0.74 0.22
H 18.5125 14.9490 21.7851 -0.83 0.14 0.11
O 16.5163 22.9914 21.6145 0.68 -0.17 -0.60
C 15.6437 23.0058 22.4362 -2.08 0.60 0.25
C 15.8477 22.8632 23.8656 0.51 0.16 1.71
C 14.9210 23.0507 24.8325 1.78 -0.71 -0.10
C 13.5207 23.3042 24.5314 -0.07 -0.02 -1.44
O 12.6421 23.3388 25.3553 -0.25 0.12 0.46
C 13.2529 23.4337 23.0655 0.61 -0.20 -0.85
C 14.2244 23.2628 22.1206 -2.28 0.29 0.73
H 16.8802 22.6731 24.1043 0.22 -0.18 0.42
H 15.2142 22.9130 25.8727 -0.16 0.17 -0.14
H 12.2071 23.6235 22.7818 0.57 -0.08 0.09
H 13.8755 23.3199 21.1092 0.36 0.02 -0.66
O 9.4445 17.8324 20.6091 -0.19 -0.60 0.27
C 9.5124 16.9796 21.4687 0.43 -1.37 0.77
C 9.3356 15.5019 21.2879 0.04 -1.15 -0.88
C 9.5519 14.5346 22.2038 -0.17 0.93 -0.08
C 9.9522 14.8384 23.5986 0.01 2.50 -1.91
O 10.1956 14.0329 24.4321 0.20 -1.60 1.46
C 10.1452 16.3015 23.8042 -0.14 0.80 0.04
C 9.9294 17.2222 22.8512 0.21 0.77 0.89
H 9.1359 15.1588 20.2863 -0.26 0.10 -0.35
H 9.4918 13.4895 21.9868 -0.17 -0.46 -0.43
H 10.5065 16.6724 24.7615 0.04 -0.26 -0.03
H 10.1062 18.2591 23.0743 0.15 0.37 0.26
O 17.1072 19.1806 15.9253 0.53 -0.62 -0.64
C 16.3975 19.8730 16.6041 -1.11 -0.48 0.43
C 14.9203 19.7558 16.5471 -0.24 0.47 -0.37
C 14.1217 20.7117 17.0346 0.64 -0.21 -0.24
C 14.6371 21.8592 17.8377 2.40 -1.73 -1.22
O 13.9167 22.6231 18.3798 -1.33 1.60 1.07
C 16.1463 21.8928 17.9415 0.57 -1.38 -0.23
C 16.9161 20.8843 17.4807 -0.82 1.74 0.48
H 14.5871 18.9375 15.9266 -0.38 0.00 0.07
H 13.0803 20.7529 16.8205 -0.79 -0.22 0.08
H 16.7184 22.6145 18.4739 -0.44 0.98 0.65
H 17.9618 20.8815 17.6571 0.87 0.03 0.07
```
Positions in Å, forces in eV/Å.

The value obtained for the LUMO energy is -2.06 eV. Its structure (SMILES) is CN(C)P(=O)(N(C)C)N(C)C.CN(C)P(=O)(N(C)C)N(C)C.CN(C)P(=O)(N(C)C)N(C)C.CN(C)P(=O)(N(C)C)N(C)C.CN(C)P(=O)(N(C)C)N(C)C.CN(C)P(=O)(N(C)C)N(C)C.O=C1C=CC(=O)C=C1.O=C1C=CC(=O)C=C1.O=C1C=CC(=O)C=C1.O=C1C=CC(=O)C=C1.O=C1C=CC(=O)C=C1. The value obtained for the HOMO-LUMO gap is 0.217 Ha. The calculation puts the HOMO energy at -7.962 eV. As for the max |F|: 3.42 eV/Å. As for the total charge: 0. For the electronic energy, the calculation gives -6829.25677 Eh.

Löwdin atomic charge list, values in e, 2 entries:
1 C -0.12
2 N -0.29

=====

[2]
Molecular formula: C6H31NO11
Method: DFT, ωB97M-V with the def2-TZVPD basis set

Geometry as XYZ:
```
49
Properties=species:S:1:pos:R:3:forces:R:3
C 3.0596 -0.7510 -2.9233 0.82 -0.84 3.82
C 1.8385 -1.1926 -2.7486 -3.84 -0.68 0.04
C 0.9878 -1.0394 -1.4840 5.61 4.28 1.38
C 0.3287 0.3992 -1.2713 2.56 0.32 -0.39
C -0.6205 0.6085 -2.3547 -3.84 1.02 -0.57
N -0.4291 0.5399 -0.0661 1.66 1.30 0.48
C -0.3723 1.6435 0.7566 -1.15 -4.47 -1.38
O -0.8169 1.5784 1.8641 -1.94 0.84 2.03
H 3.8466 -0.6942 -2.1036 -1.56 0.85 -0.75
H 3.4507 -0.8226 -3.8378 1.62 -0.25 -3.56
H 1.2045 -1.6965 -3.5519 1.26 1.19 0.33
H 1.7644 -1.1004 -0.6474 -0.88 0.39 -1.03
H 0.4234 -1.7866 -1.1978 -3.73 -3.92 0.44
H 1.2497 1.0857 -1.2761 -1.66 -0.74 -0.03
H -0.1545 0.7885 -3.2623 0.82 -0.55 -2.16
H -1.3154 -0.2528 -2.3260 0.46 0.03 -0.71
H -1.4304 1.4394 -2.3388 1.71 -0.69 0.70
H -0.8199 -0.3331 0.1782 -0.94 -0.59 1.36
H 0.0230 2.5011 0.3634 1.34 2.25 -1.34
O -3.7390 0.6539 2.3847 2.37 4.08 0.30
H -3.2231 1.3157 3.0574 -1.77 -2.68 -2.13
H -3.5460 1.2179 1.5476 -0.30 -1.61 1.67
O 1.2398 0.9188 2.9153 0.59 -1.22 2.18
H 1.2924 0.2476 3.6225 0.24 0.52 -0.24
H 0.2890 1.0669 2.8346 -0.28 0.34 -0.04
O 2.4048 -2.4475 1.6844 -1.86 1.37 -2.35
H 1.5472 -2.0900 1.2515 2.23 -0.99 0.66
H 2.0615 -2.5940 2.5393 -0.39 -0.70 1.84
O -0.7147 -3.7217 2.1638 -1.48 0.47 -0.38
H -0.9471 -4.5191 1.6635 0.25 0.14 0.25
H -1.5598 -3.1734 2.0625 1.53 -0.67 0.09
O 1.8509 3.6666 -0.4360 -0.40 2.93 -0.75
H 2.3059 4.4082 -0.9523 -0.50 -1.75 1.28
H 2.4101 2.9153 -0.3719 1.27 -0.98 0.12
O -1.8008 -3.9442 -0.8611 -1.04 0.79 -2.35
H -1.9941 -3.5253 -1.7627 0.27 -1.06 1.85
H -0.9619 -3.5523 -0.6484 0.71 0.24 0.50
O -2.5189 -1.9128 1.2559 -2.18 -0.68 -2.62
H -3.2362 -2.1634 0.5275 2.40 0.82 2.46
H -2.7587 -1.0356 1.5811 -0.39 0.27 0.28
O -3.0712 1.8477 -0.4063 -1.81 -0.98 1.31
H -2.4843 2.3748 -0.9416 -0.55 0.83 -0.14
H -3.9861 2.1838 -0.1917 1.88 0.29 -1.16
O 1.3930 3.1032 -2.9261 -0.95 -0.68 -0.91
H 1.3048 3.2751 -1.9522 -0.63 -0.72 -1.10
H 0.6866 2.5087 -3.3214 1.36 1.36 1.35
O 2.2271 0.2719 0.7635 4.20 -0.41 0.47
H 2.9859 0.0451 1.4175 -0.99 0.72 -2.19
H 1.6132 0.0610 1.4338 -2.11 0.24 1.07
```
Positions in Å, forces in eV/Å.

The value obtained for the LUMO energy is 0.07 eV. Its structure (SMILES) is C=CC[C@@H](C)NC=O.O.O.O.O.O.O.O.O.O.O. The value obtained for the HOMO-LUMO gap is 0.350 Ha. The calculation puts the HOMO energy at -9.466 eV. As for the max |F|: 7.19 eV/Å. As for the total charge: 0. For the electronic energy, the calculation gives -1129.44727 Eh.

natural (NBO) atomic charge list, values in e, 2 entries:
1 C -0.39
2 C -0.16